[1]
This record from the OMol25 dataset describes a structure of composition C3H2O3Tl. The level of theory is ωB97M-V/def2-TZVPD.

```
9
Properties=species:S:1:pos:R:3:lowdin_charge:R:1
H -0.4490 1.4676 -1.0757 0.16
O 0.2743 -0.3628 -1.7341 -0.32
C 0.1984 0.6235 -0.7570 -0.26
C -0.3289 0.0474 0.5466 -0.26
C 0.4231 -0.0250 1.7257 0.12
O -1.4173 -0.7592 0.3921 -0.20
O 1.1977 -0.5136 2.4700 0.32
Tl -1.0252 -1.6163 -1.2441 1.28
H 1.1268 1.1385 -0.3234 0.17
```

Calculated values
- HOMO (alpha / beta) (eV) = -14.9492 / -14.4194
- 2S+1 = 1
- energy relative to the best compared isomer or geometry (same formula, charge and spin) (kcal per mole) = 121.7
- net charge = +1
- gap between HOMO and LUMO (alpha / beta) (eV) = 7.5 / 6.8
- energy (eV) = -13965.095

---

[2]
This record from the OMol25 dataset describes a cluster of 2 separate species, C3H10OSSi in total. The level of theory is ωB97M-V/def2-TZVPD.

```
16
Properties=species:S:1:pos:R:3:nbo_charge:R:1
C 1.6615 -2.5553 0.0359 -0.87
C -2.2301 1.9300 -0.0261 -0.82
C -0.0136 0.2088 -0.1469 -1.14
O -2.4773 -0.5866 -0.5185 -0.99
Si 1.2422 1.2438 0.4849 1.06
S -1.7525 0.1826 0.5087 1.24
H 1.8422 -3.7487 -0.1860 0.21
H 2.6178 -2.3305 -0.2829 0.21
H 0.9781 -2.6368 -0.6913 0.22
H -3.1827 1.7716 -0.6310 0.26
H -1.3725 2.4493 -0.5131 0.23
H -2.4260 2.5123 0.8927 0.22
H -0.1192 0.0919 -1.2324 0.27
H 1.1385 2.3691 1.3330 -0.17
H 2.6866 1.1191 0.0208 -0.15
H 1.4069 -2.0204 0.9521 0.23
```

Calculated values
- HOMO (eV) = -8.6390
- 2S+1 = 1
- energy relative to the best compared isomer or geometry (same formula, charge and spin) (kcal per mole) = 147.2
- gap between HOMO and LUMO (eV) = 7.8
- energy (eV) = -24028.110

---

[3]
This record from the OMol25 dataset describes a structure of composition C19H42InN3O7SSi. The level of theory is ωB97M-V/def2-TZVPD.

```
74
Properties=species:S:1:pos:R:3:lowdin_charge:R:1
In -1.6823 -0.0590 -0.6200 1.22
C 2.7731 -3.7986 -0.3700 -0.05
O 1.4001 -3.4359 -0.1961 -0.39
C -0.6757 -2.3074 0.8036 -0.25
O 0.9755 -0.9972 -0.4121 -0.44
N -1.1099 -3.4564 0.4396 -0.12
N -2.4355 -3.7787 0.4461 0.11
H 2.7729 -4.8170 -0.7518 0.11
H 3.2985 -3.7557 0.5833 0.09
H 3.2511 -3.1357 -1.0900 0.08
H -0.5002 -4.2412 0.1789 0.17
H -3.0159 -2.9385 0.5052 0.07
H -2.7013 -4.4255 -0.2857 0.12
C 0.0789 2.7522 1.8458 0.00
C 0.4889 2.8221 0.3782 -0.61
C 1.7818 3.6079 0.2079 0.00
C -0.6255 3.4340 -0.4673 -0.02
O 0.6504 1.4512 -0.0752 -0.21
Si 1.8871 0.4250 -0.0437 0.04
S 1.0860 -2.1123 0.6739 1.12
O 2.3407 -0.0164 1.4244 -0.15
C 3.4747 0.0160 2.3222 -0.60
C 4.2624 -1.2793 2.1225 -0.02
C 4.3549 1.2206 2.0243 -0.01
C 2.8795 0.0766 3.7285 0.00
O 3.0882 0.5404 -1.0754 -0.06
C 3.2724 0.5878 -2.5159 -0.60
C 4.4342 1.5404 -2.7691 -0.01
C 3.6337 -0.8266 -2.9665 -0.01
C 1.9990 1.0758 -3.1923 -0.01
H -0.0892 3.7494 2.2400 0.11
H 0.8623 2.2673 2.4211 0.08
H -0.8373 2.1685 1.9481 0.09
H 1.6387 4.6247 0.5622 0.11
H 2.0793 3.6483 -0.8358 0.09
H 2.5817 3.1450 0.7770 0.07
H -0.7116 4.4941 -0.2515 0.10
H -1.5822 2.9582 -0.2444 0.06
H -0.4087 3.3132 -1.5269 0.09
H 4.6871 -1.3152 1.1224 0.09
H 3.6175 -2.1419 2.2774 0.07
H 5.0760 -1.3269 2.8398 0.10
H 4.6561 1.2063 0.9798 0.09
H 5.2394 1.1961 2.6536 0.11
H 3.8177 2.1433 2.2248 0.08
H 2.1978 -0.7574 3.8802 0.09
H 2.3272 1.0016 3.8684 0.08
H 3.6675 0.0331 4.4736 0.10
H 5.2973 1.2333 -2.1866 0.09
H 4.1666 2.5553 -2.4912 0.09
H 4.6964 1.5208 -3.8213 0.10
H 4.5108 -1.1758 -2.4267 0.09
H 3.8628 -0.8278 -4.0276 0.10
H 2.8034 -1.5057 -2.7860 0.08
H 1.7784 2.0978 -2.8954 0.09
H 1.1534 0.4482 -2.9090 0.08
H 2.1222 1.0462 -4.2710 0.11
O -4.0753 0.0558 -1.6561 -0.07
C -4.6194 -0.7028 -0.8685 -0.67
O -4.0732 -1.3114 0.0916 -0.15
C -6.1497 -0.9842 -1.0154 -0.15
N -6.5242 -1.7528 0.2041 0.08
C -7.5268 -0.9610 0.9611 -0.10
C -7.2697 0.4725 0.5169 -0.13
C -6.9633 0.3095 -0.9691 -0.11
H -6.3094 -1.5577 -1.9297 0.17
H -5.5668 -1.7966 0.6822 0.15
H -6.8542 -2.7004 0.0270 0.19
H -7.4056 -1.1096 2.0312 0.14
H -8.5293 -1.2780 0.6666 0.14
H -6.4046 0.8888 1.0301 0.13
H -8.1277 1.1121 0.7002 0.13
H -6.3736 1.1323 -1.3644 0.13
H -7.8764 0.2155 -1.5549 0.13
```

Calculated values
- HOMO (eV) = -13.7270
- 2S+1 = 1
- energy relative to the best compared isomer or geometry (same formula, charge and spin) (kcal per mole) = 120.3
- net charge = +2
- gap between HOMO and LUMO (eV) = 7.9
- energy (eV) = -63063.260